Formula: C19H16FIN5OPdSe
Source: OMol25
Level of theory: ωB97M-V with the def2-TZVPD basis set

Geometry (Å):
Pd (0.16497, 1.30009, 1.33158)
O (0.07191, -1.52742, 3.12904)
N (-0.04184, -1.47722, 4.38341)
C (0.48666, -0.42141, 4.98942)
C (1.11933, 0.62601, 4.25151)
N (1.60234, 1.42863, 3.57684)
C (0.38703, -0.33379, 6.40673)
N (0.32894, -0.26058, 7.55501)
F (2.41772, 1.96484, -4.33327)
C (2.26740, 1.44073, -3.08878)
C (2.85582, 2.08761, -2.01719)
C (2.69832, 1.55271, -0.75354)
C (1.94933, 0.37787, -0.53714)
C (1.73285, -0.12824, 0.79894)
C (1.39467, -0.25333, -1.66640)
C (1.54405, 0.27413, -2.93810)
H (3.41732, 2.99749, -2.18196)
H (3.13551, 2.05446, 0.10118)
H (2.46580, 0.13052, 1.55546)
H (1.33718, -1.13441, 0.89082)
H (0.84228, -1.17551, -1.53490)
H (1.11242, -0.21142, -3.80344)
C (-2.60799, 1.18866, -1.17831)
N (-2.24662, -0.04264, -0.51314)
C (-2.05966, -0.19722, 0.82767)
Se (-2.38183, 1.03450, 2.15506)
N (-1.63107, -1.46535, 1.03446)
C (-1.46261, -2.10763, -0.17683)
C (-0.98034, -3.36336, -0.50329)
C (-0.94341, -3.69469, -1.85222)
C (-1.37999, -2.80355, -2.83435)
C (-1.86054, -1.54210, -2.50654)
C (-1.88517, -1.21050, -1.16278)
H (-2.68322, 1.97457, -0.42886)
H (-3.56339, 1.07673, -1.69315)
H (-1.82865, 1.45283, -1.89529)
H (-1.18958, -1.72480, 1.93187)
H (-0.63769, -4.04646, 0.26182)
H (-0.56668, -4.66496, -2.14812)
H (-1.33476, -3.09915, -3.87456)
H (-2.17779, -0.84181, -3.26753)
I (-1.39722, 4.63717, 0.83708)
C (0.19318, 3.22324, 0.52331)
H (1.06760, 3.74614, 0.91124)
H (0.26742, 3.15861, -0.56274)

Summary:
LUMO level (spin up / spin down) ... 0.0912 / 0.0642 Eh
HOMO energy (spin up / spin down) ... -4.130 / -5.064 eV
DFT total energy ... -109103.5847 eV
Energy relative to the best compared isomer or geometry (same formula, charge and spin) ... 0.0 kcal per mole
Multiplicity ... 3
Net charge ... -1


Formula: C3H6
Source: OMol25
Level of theory: ωB97M-V with the def2-TZVPD basis set

Geometry (Å):
C (0.86665, -0.10186, -0.01615)
C (-0.35124, 0.76258, 0.00594)
C (-0.46885, -0.62246, -0.06160)
H (1.53782, -0.02815, 0.75078)
H (1.37218, -0.08001, -0.81132)
H (-0.61835, 0.85571, 1.00712)
H (-0.77282, 1.48860, -0.66979)
H (-0.97673, -1.24171, -0.73203)
H (-0.82152, -1.22399, 0.88613)

Summary:
LUMO level ... 0.0496 Eh
SMILES ... C1CC1
HOMO energy ... -10.570 eV
DFT total energy ... -3205.4382 eV
Energy relative to the best compared isomer or geometry (same formula, charge and spin) ... 46.6 kcal per mole


Number 1: largest force on an atom 0.24 eV Å⁻¹. Number 2: largest force on an atom 7.57 eV Å⁻¹.